[1]
Entry from the Open Molecules 2025 dataset: C21H31N3O5S in the gas phase (ωB97M-V/def2-TZVPD).

Results
Lowest unoccupied orbital energy ... 0.581 eV
Electronic energy ... -1757.54390 Ha
Structure (SMILES) ... CC(C)CCNC(=O)Cn1c(=O)oc2cc(S(=O)(=O)N3C[C@H](C)C[C@@H](C)C3)ccc21
HOMO ... -0.332 Ha
Relative energy (zero: lowest compared OMol25 entry of this formula, charge and spin) ... 0.0000 eV

Last column: natural (NBO) charge in e.
CARTESIAN COORDINATES (ANGSTROEM)
C -1.25 -1.87 -1.76  -0.59
H -1.83 -1.78 -2.67  0.21
H -0.35 -1.28 -1.87  0.20
H -0.97 -2.92 -1.63  0.20
C -2.06 -1.39 -0.56  -0.21
C -1.24 -1.50 0.72  -0.62
H -0.30 -0.96 0.60  0.20
H -1.76 -1.06 1.57  0.23
H -1.02 -2.54 0.94  0.20
C -3.38 -2.17 -0.47  -0.40
C -4.33 -1.70 0.63  -0.23
N -4.58 -0.28 0.53  -0.62
C -4.14 0.60 1.45  0.67
O -3.65 0.30 2.51  -0.62
C -4.25 2.06 0.98  -0.31
N -3.21 2.27 -0.01  -0.44
C -3.41 2.07 -1.36  0.88
O -4.46 1.81 -1.89  -0.61
O -2.22 2.18 -2.00  -0.43
C -1.26 2.37 -1.05  0.24
C 0.11 2.46 -1.20  -0.22
C 0.84 2.60 -0.03  -0.35
C 0.26 2.65 1.22  -0.18
C -1.12 2.55 1.37  -0.26
C -1.86 2.41 0.22  0.19
H -1.58 2.56 2.34  0.24
H 0.90 2.77 2.08  0.25
S 2.64 2.57 -0.15  2.35
O 3.02 2.97 -1.47  -0.94
O 3.18 3.27 0.98  -0.94
N 3.02 0.97 0.03  -0.68
C 2.62 0.11 -1.06  -0.24
H 2.79 0.66 -1.98  0.24
C 3.44 -1.18 -1.03  -0.21
C 3.00 -2.13 -2.14  -0.60
H 3.10 -1.65 -3.11  0.21
H 3.61 -3.03 -2.14  0.21
H 1.96 -2.42 -2.01  0.20
C 3.30 -1.84 0.34  -0.40
H 3.93 -2.72 0.40  0.21
C 3.66 -0.87 1.48  -0.22
C 5.14 -0.52 1.50  -0.61
H 5.39 0.11 0.65  0.22
H 5.39 0.02 2.41  0.21
H 5.75 -1.43 1.46  0.21
C 2.82 0.40 1.34  -0.23
H 3.13 1.16 2.06  0.24
H 1.75 0.16 1.50  0.18
H 3.39 -1.35 2.43  0.21
H 2.26 -2.16 0.47  0.20
H 4.49 -0.92 -1.19  0.21
H 1.54 -0.14 -0.98  0.17
H 0.60 2.43 -2.16  0.26
H -4.08 2.74 1.82  0.23
H -5.21 2.26 0.51  0.25
H -4.94 0.07 -0.35  0.41
H -3.90 -1.87 1.62  0.23
H -5.27 -2.24 0.56  0.20
H -3.89 -2.09 -1.43  0.20
H -3.16 -3.23 -0.30  0.21
H -2.31 -0.33 -0.72  0.18

***

[2]
Entry from the Open Molecules 2025 dataset: a molecular structure, C4H4CsLiO5 (ωB97M-V/def2-TZVPD).

Results
Lowest unoccupied orbital energy ... -1.289 eV
Electronic energy ... -558.56323 Ha
HOMO ... -0.163 Ha
Relative energy (zero: lowest compared OMol25 entry of this formula, charge and spin) ... 0.6737 eV

Last column: Löwdin charge in e.
CARTESIAN COORDINATES (ANGSTROEM)
O 1.04 -6.11 -1.21  -0.02
C 1.78 -5.07 -1.47  -0.07
C 0.53 -6.13 0.16  -0.09
O -0.47 -0.65 -1.19  -0.22
O 2.05 -4.45 -0.33  -0.18
C 1.24 -4.94 0.79  -0.11
H 0.81 -7.09 0.60  0.13
H -0.55 -6.03 0.11  0.14
H 1.92 -5.19 1.60  0.13
H 0.56 -4.13 1.09  0.14
O -1.62 1.08 -0.24  -0.27
C -0.54 0.48 -0.56  -1.04
O 0.59 1.02 -0.14  -0.36
Li 2.75 -2.59 -0.13  0.85
Cs -0.51 3.47 1.54  0.96

***

[3]
Entry from the Open Molecules 2025 dataset: a molecular structure, CH6HfN2OP (ωB97M-V/def2-TZVPD).

Results
Lowest unoccupied orbital energy ... -16.013 eV
Electronic energy ... -614.21311 Ha
HOMO ... -0.800 Ha
Relative energy (zero: lowest compared OMol25 entry of this formula, charge and spin) ... 2.4429 eV
Total charge ... +3

Last column: natural (NBO) charge in e.
CARTESIAN COORDINATES (ANGSTROEM)
C -1.48 -0.81 -0.22  -1.01
P -0.04 0.31 0.21  1.08
O -0.17 0.85 1.79  -0.83
N 1.53 -0.62 0.23  -0.03
N 2.41 0.09 -0.40  -0.26
H -2.23 -0.19 -0.93  0.01
H -1.96 -1.11 0.76  0.37
H -1.21 -1.72 -0.83  0.37
H -0.34 1.82 1.81  0.55
H 3.36 -0.33 -0.40  0.49
H 2.11 0.42 -1.34  0.45
Hf -1.99 1.28 -0.67  1.81

***

[4]
Entry from the Open Molecules 2025 dataset: a gas-phase ion, C4H8N3S (charge +1) (ωB97M-V/def2-TZVPD).

Results
Lowest unoccupied orbital energy ... -3.271 eV
Electronic energy ... -719.34527 Ha
Structure (SMILES) ... Nc1cnsc1C[NH3+]
HOMO ... -0.499 Ha
Relative energy (zero: lowest compared OMol25 entry of this formula, charge and spin) ... 2.8728 eV
Total charge ... +1

Last column: natural (NBO) charge in e.
CARTESIAN COORDINATES (ANGSTROEM)
C 1.29 -1.26 -1.63  0.00
C 0.58 -0.70 -0.55  -0.03
C 0.26 0.63 -0.87  -0.23
C -0.66 1.54 0.46  -0.24
N 1.37 -0.41 -2.63  -0.57
N 0.35 -1.27 0.80  -0.83
N -1.38 0.62 1.29  -0.74
S 0.83 1.11 -2.46  0.77
H 1.44 -2.24 -1.93  0.23
H 0.26 1.87 1.03  0.23
H -1.10 2.45 0.02  0.25
H -0.04 -2.21 0.91  0.42
H 1.28 -1.29 1.27  0.42
H -0.63 -0.26 1.17  0.45
H -2.28 0.40 0.93  0.42
H -1.58 1.02 2.17  0.43

***

[5]
Entry from the Open Molecules 2025 dataset: a molecular structure, C10H11AlClF5In (ωB97M-V/def2-TZVPD).

Results
Lowest unoccupied orbital energy (spin up / spin down) ... 1.288 / 1.288 eV
Electronic energy ... -1779.64878 Ha
HOMO (spin up / spin down) ... -0.079 / -0.079 Ha
Relative energy (zero: lowest compared OMol25 entry of this formula, charge and spin) ... 2.5550 eV
Total charge ... -1

Last column: Löwdin charge in e.
CARTESIAN COORDINATES (ANGSTROEM)
In 0.43 0.19 0.52  0.55
Cl -1.30 -0.92 -0.02  0.24
C 1.72 -0.71 1.68  -0.30
H 2.59 -0.08 1.92  0.00
H 2.09 -1.63 1.20  0.00
H 1.25 -1.02 2.62  0.02
Al -0.38 -2.82 -3.12  0.33
C -0.51 -4.15 -1.49  -0.25
C -1.74 -1.25 -3.46  -0.26
C 1.06 -3.00 -4.29  -0.27
H -1.20 -0.29 -3.45  -0.03
H -2.19 -1.35 -4.46  -0.03
H -2.55 -1.20 -2.72  -0.05
H 0.41 -4.06 -0.88  -0.03
H -1.38 -3.97 -0.84  -0.05
H -0.55 -5.19 -1.85  -0.03
H 1.84 -3.77 -4.20  -0.13
H 1.23 -2.35 -5.16  -0.13
F 2.45 2.52 1.45  0.06
C 1.22 2.86 1.92  -0.24
C 0.11 2.03 1.66  -0.10
C -1.15 2.39 2.15  -0.23
F -2.23 1.60 1.91  0.05
C -1.31 3.56 2.90  -0.13
F -2.53 3.90 3.38  0.09
C -0.20 4.38 3.16  -0.12
F -0.35 5.51 3.89  0.10
C 1.06 4.03 2.67  -0.13
F 2.13 4.82 2.92  0.09

***

[6]
Entry from the Open Molecules 2025 dataset: a molecular structure, CH5N2O (ωB97M-V/def2-TZVPD).

Results
Lowest unoccupied orbital energy ... -5.955 eV
Electronic energy ... -225.47245 Ha
HOMO ... -0.596 Ha
Relative energy (zero: lowest compared OMol25 entry of this formula, charge and spin) ... 3.6634 eV
Total charge ... +1

Last column: natural (NBO) charge in e.
CARTESIAN COORDINATES (ANGSTROEM)
C -0.43 -0.07 0.02  0.37
N -1.37 0.84 0.23  -0.68
N 0.86 0.07 0.05  -0.30
O 1.57 -1.46 -0.45  -0.45
H -0.90 -1.05 -0.09  0.26
H -2.36 0.37 0.23  0.45
H -1.37 1.78 0.23  0.43
H 1.54 0.69 0.42  0.45
H 2.46 -1.16 -0.65  0.49

***

[7]
Entry from the Open Molecules 2025 dataset: 5 unconnected molecules or ions with the total composition C2H14N2O4 (ωB97M-V/def2-TZVPD).

Results
Lowest unoccupied orbital energy ... 0.650 eV
Electronic energy ... -495.04555 Ha
Structure (SMILES) ... [H]/N=C/NC.O.O.O.O
HOMO ... -0.349 Ha
Relative energy (zero: lowest compared OMol25 entry of this formula, charge and spin) ... 0.9896 eV

Last column: natural (NBO) charge in e.
CARTESIAN COORDINATES (ANGSTROEM)
C 0.35 3.35 1.12  -0.42
N -0.52 2.16 1.17  -0.59
C 0.09 0.92 1.32  0.29
N -0.52 -0.11 0.94  -0.78
H -0.21 4.12 1.55  0.20
H 1.26 3.20 1.70  0.20
H 0.58 3.64 0.09  0.21
H -1.13 2.14 0.36  0.38
H 1.03 0.99 1.89  0.16
H -0.24 -1.03 1.25  0.37
H 1.33 1.31 -0.69  0.45
H 1.97 1.24 -2.02  0.49
O 2.07 1.70 -1.18  -0.95
H -1.95 -5.29 1.94  0.47
H -3.17 -5.28 1.07  0.47
O -2.52 -4.68 1.45  -0.94
H -0.61 -1.27 -0.75  0.49
H -1.02 -2.79 -0.78  0.49
O -0.41 -2.13 -1.13  -0.99
H 1.56 -1.18 -3.68  0.49
H 0.68 -0.61 -2.48  0.49
O 1.37 -0.42 -3.13  -0.98